Entry from the Open Molecules 2025 dataset: a single C6H13NO4 molecule in a non-equilibrium geometry (ωB97M-V with the def2-TZVPD basis set).

Geometry as XYZ:
```
24
Properties=species:S:1:pos:R:3:forces:R:3:lowdin_charge:R:1
C 1.46088 0.15103 -0.30168 -1.0 -0.2 -0.6 -0.380
C 0.91982 1.39016 0.49883 2.2 0.0 -0.5 -0.166
C -1.21737 1.04984 -0.62589 -3.6 -0.1 -3.1 -0.180
C -1.43829 -0.50403 -0.80732 0.5 1.9 2.8 -0.353
C -0.70392 -1.15892 0.34564 2.5 -3.6 -1.3 -0.299
C 0.93493 -1.12925 0.30997 -1.1 -0.1 2.5 -0.264
H 3.15075 1.14368 -0.62359 -0.7 -5.3 0.9 0.231
H 1.05541 0.32492 -1.34417 0.2 -0.5 0.8 0.153
H 1.24620 1.37124 1.56104 0.4 0.1 -0.8 0.135
H 1.39857 2.27993 -0.07739 -0.7 -0.9 1.0 0.138
H -0.83478 2.29335 0.92225 0.2 -0.4 -0.2 0.138
H -0.97800 1.43206 -1.68637 0.7 0.1 1.6 0.138
H -2.29077 1.46635 -0.53015 1.6 -0.6 0.1 0.143
H -1.02592 -0.91173 -1.67606 0.5 -0.3 -1.7 0.132
H -3.12688 -0.52848 0.20351 1.2 -1.3 -3.2 0.173
H -0.77025 -2.27757 0.11282 -0.5 1.2 0.7 0.170
H -1.15389 -0.05583 1.88458 0.4 0.8 -0.3 0.076
H 1.24811 -1.25524 1.40161 -0.6 1.3 -0.9 0.173
H 2.40202 -2.34881 -0.34587 -1.7 0.4 0.3 0.123
N -0.50814 1.40123 0.54698 0.1 1.3 0.2 -0.096
O 2.86860 0.01806 -0.40843 1.0 6.2 -0.6 -0.090
O -2.79382 -0.83354 -0.76403 -1.7 0.9 3.0 -0.051
O -1.25965 -0.95006 1.58420 -0.8 -1.1 0.9 -0.003
O 1.41638 -2.36839 -0.18050 1.1 -0.1 -1.7 -0.042
```
Forces are in eV/Å.

- Orbital gap: 9.53 eV
- SMILES: O[C@@H]1[C@@H](O)[C@@H](O)CNC[C@H]1O
- M: 163.17 g/mol
- Calculated total energy: -592.0302 a.u.
- HOMO energy: -9.14 eV



Entry from the Open Molecules 2025 dataset: 4 unconnected molecules or ions with the total composition C16H35N2O11P2 in a non-equilibrium geometry (ωB97M-V with the def2-TZVPD basis set).

Geometry as XYZ:
```
66
Properties=species:S:1:pos:R:3:forces:R:3:lowdin_charge:R:1
N -4.25311 1.25841 -2.31701 0.5 0.8 0.1 -0.042
C -2.99143 1.84522 -2.85444 0.0 -1.0 -0.4 -0.364
C -1.77776 0.95705 -2.51103 -0.7 0.0 -0.3 -0.399
P -1.42036 0.75440 -0.61743 -1.0 -1.4 -1.0 0.265
C 0.20163 -0.17516 -1.08864 0.7 -0.3 0.3 -0.404
C 0.86143 -0.95223 0.06779 -0.1 0.6 -0.8 -0.327
O 1.27536 -0.03725 1.09158 -0.5 0.4 -0.2 -0.136
P -0.27988 2.66685 -0.44147 1.7 1.1 1.2 0.701
N -1.23835 3.63730 0.67240 -0.1 -0.3 -1.5 -0.264
O -0.33981 3.58423 -1.89629 -0.3 -0.4 0.6 -0.443
H -4.98368 1.84880 -2.68921 -0.4 -0.3 0.0 0.039
H -4.36099 0.32081 -2.67384 -0.1 -0.1 -0.1 0.045
H -2.91038 2.87223 -2.47986 0.1 -0.2 0.1 0.080
H -3.11082 1.87142 -3.95811 0.4 0.4 0.2 0.085
H -0.87907 1.23587 -3.08446 -0.3 0.3 0.2 0.054
H -2.03930 -0.05841 -2.87504 0.1 0.2 0.2 0.057
H -1.20116 0.53870 0.82518 0.4 0.4 0.2 -0.056
H -2.66233 1.44049 -0.25951 -0.2 0.3 0.0 -0.071
H -2.12818 -0.53773 -0.63970 -0.1 -0.1 0.1 -0.035
H 0.93947 0.52954 -1.51390 -0.1 -0.1 0.2 0.045
H -0.00364 -0.89870 -1.89716 -0.2 0.1 0.3 0.068
H 1.76981 -1.43322 -0.33651 -0.3 -0.3 0.2 0.100
H 0.14633 -1.68127 0.47808 0.3 0.1 -0.2 0.081
H 2.00300 -0.41239 1.56501 0.6 -0.4 0.3 0.044
H -2.21467 3.34569 0.65466 -0.1 -0.1 0.3 -0.019
H -0.86287 3.58581 1.60129 0.1 0.0 0.2 -0.018
H -0.87338 4.35228 -1.70450 -0.3 0.5 0.1 0.001
C -1.87807 -2.83471 5.75976 0.2 -0.4 0.1 -0.026
C -1.12128 -2.54651 4.48378 -0.4 0.1 0.6 -0.330
C -1.99264 -2.15184 3.32142 -0.1 0.5 -0.2 -0.088
O -1.22762 -2.60213 2.20169 0.0 -0.4 0.2 0.056
C -0.46021 -3.62708 2.62725 -0.2 0.2 -0.1 -0.561
O 0.16077 -4.34709 1.91462 0.2 -0.2 -0.2 0.145
O -0.48636 -3.73002 3.97954 0.1 0.0 -0.2 0.081
H -2.47127 -1.97252 6.06538 0.0 0.0 -0.1 0.089
H -2.53768 -3.69510 5.63347 -0.1 0.1 -0.1 0.088
H -1.18468 -3.08181 6.56487 0.0 0.1 0.0 0.084
H -0.34417 -1.79873 4.66674 0.0 0.0 -0.1 0.163
H -2.15534 -1.07716 3.26269 0.1 0.0 -0.2 0.142
H -2.96015 -2.66238 3.31196 0.1 -0.1 0.1 0.140
C 3.23811 -4.92800 2.99443 -0.4 0.2 0.1 -0.013
C 3.99865 -3.86883 3.75822 -0.3 -0.6 -0.5 -0.329
C 5.23677 -4.37166 4.45181 0.3 0.1 0.0 -0.103
O 5.34784 -3.47863 5.56635 0.0 -0.1 0.0 0.060
C 4.09872 -3.03043 5.84746 -0.2 0.0 -0.1 -0.568
O 3.80773 -2.42464 6.82427 0.0 0.1 0.2 0.161
O 3.23006 -3.37232 4.86624 0.3 0.1 0.1 0.087
H 3.87158 -5.40155 2.24290 0.1 0.1 0.0 0.092
H 2.85375 -5.69326 3.67097 0.1 0.0 0.0 0.097
H 2.37542 -4.49040 2.49448 0.0 -0.1 -0.1 0.062
H 4.22955 -3.02374 3.10218 0.0 0.0 0.1 0.160
H 6.12397 -4.31324 3.82362 0.0 0.1 0.1 0.137
H 5.13168 -5.39201 4.83108 -0.1 0.0 -0.1 0.138
C 0.25614 4.61908 -4.46634 0.1 -0.3 -0.3 -0.035
C 0.38380 4.61357 -5.97368 0.0 0.2 0.9 -0.329
C -0.65689 5.43730 -6.68359 0.0 0.3 -0.2 -0.105
O -0.77268 4.76579 -7.94392 0.0 0.0 0.0 0.054
C -0.41899 3.47132 -7.74180 0.1 -0.2 0.2 -0.570
O -0.57802 2.60314 -8.53449 0.0 -0.1 -0.2 0.158
O 0.13702 3.30714 -6.51913 -0.1 0.2 -0.4 0.094
H 0.30824 5.63678 -4.07505 0.0 0.0 -0.1 0.094
H -0.67966 4.16309 -4.14999 0.0 0.0 -0.1 0.075
H 1.05368 4.03457 -4.01381 0.0 0.0 0.1 0.086
H 1.39489 4.91483 -6.26900 -0.1 0.0 -0.1 0.155
H -0.34824 6.47156 -6.82826 0.0 -0.1 -0.2 0.134
H -1.63030 5.41887 -6.18604 0.1 -0.1 0.1 0.140
```
Forces are in eV/Å.

- Total charge: -1
- Orbital gap: 5.03 eV
- M: 493.41 g/mol
- Calculated total energy: -2250.4896 a.u.
- HOMO energy: -2.74 eV



Entry from the Open Molecules 2025 dataset: 5 unconnected molecules or ions with the total composition C14H40N2O8 in a non-equilibrium geometry (ωB97M-V with the def2-TZVPD basis set).

Geometry as XYZ:
```
64
Properties=species:S:1:pos:R:3:forces:R:3:lowdin_charge:R:1
C 7.65646 -0.32660 0.68457 0.2 -0.3 0.5 -0.095
C 6.51253 -1.24655 1.06129 0.1 0.0 -0.6 -0.411
C 5.13578 -0.76594 0.50087 0.8 -1.3 0.2 -0.199
O 4.07445 -1.64445 0.90833 -0.8 0.6 -0.6 -0.193
C 2.79728 -1.06854 0.49418 0.9 0.0 0.4 -0.089
N 6.90713 -2.64228 0.57745 -1.5 1.6 0.7 0.046
H 7.88503 -0.31654 -0.38115 -0.3 0.4 0.0 0.080
H 8.51993 -0.77372 1.17713 0.3 0.0 -0.1 0.071
H 7.52883 0.63094 1.18947 0.0 0.4 -0.6 0.076
H 6.50273 -1.12083 2.14397 -0.5 -0.7 0.3 0.125
H 5.23175 -0.77049 -0.58489 -0.2 0.0 -0.3 0.124
H 4.90979 0.25259 0.81649 0.2 0.2 0.2 0.118
H 2.72345 -0.93301 -0.58483 0.3 0.0 -0.2 0.086
H 2.71488 -0.10042 0.98820 -0.2 0.2 -0.1 0.084
H 1.92210 -1.65504 0.77379 0.6 -0.5 0.4 0.071
H 6.01450 -3.11442 0.59728 -0.2 -0.6 -0.3 0.048
H 7.41055 -3.08070 1.33538 0.3 -0.1 0.1 0.060
C 0.43312 2.12721 -2.19938 0.3 1.1 -0.8 -0.079
C -0.69032 1.33426 -2.88311 0.3 -0.1 1.0 -0.438
C -1.54209 2.08526 -3.93445 0.5 -1.1 1.3 -0.158
O -2.77689 1.33910 -4.11793 1.6 0.5 0.1 -0.200
C -3.93746 1.66198 -3.35524 0.3 0.9 -1.7 -0.101
N -0.04042 0.11571 -3.35276 -0.1 0.3 -0.7 0.053
H 0.06782 3.02270 -1.69663 -0.2 -0.3 0.7 0.071
H 1.16815 2.58717 -2.85988 -0.1 -0.2 -0.9 0.069
H 1.09495 1.47522 -1.62929 -0.6 0.0 0.6 0.063
H -1.38619 1.11793 -2.07252 -0.1 -0.4 0.1 0.106
H -0.92715 2.10058 -4.83429 -0.6 -0.1 -0.5 0.120
H -1.57507 3.11769 -3.58644 -1.0 0.2 -0.1 0.118
H -3.81680 2.08339 -2.35727 0.4 -0.7 0.3 0.085
H -4.55835 0.77222 -3.45981 -0.1 0.2 0.6 0.082
H -4.39010 2.47193 -3.92725 -0.7 0.1 0.1 0.080
H -0.63729 -0.68109 -3.52289 -0.5 0.0 0.3 0.043
H 0.25922 0.40636 -4.27246 0.7 -0.4 -0.4 0.068
C -1.92681 2.85048 6.48574 -0.8 -1.4 -2.3 -0.194
C -2.40266 1.65622 5.51237 0.5 1.3 1.1 -0.231
O -1.86114 1.64465 4.22220 0.6 1.1 -0.7 -0.080
O -2.51104 4.14081 6.14928 0.4 -1.5 0.3 -0.078
H -0.84948 2.86257 6.32044 0.2 0.2 0.6 0.113
H -2.25594 2.41809 7.43063 0.3 0.7 0.4 0.110
H -3.47885 1.73769 5.35980 -0.3 -0.6 0.9 0.119
H -1.94795 0.76376 5.94231 -0.9 -0.2 0.5 0.122
H -1.97525 2.56757 3.98386 0.2 0.2 -0.9 0.089
H -2.46076 4.66751 6.95031 0.0 0.2 0.0 0.076
C -0.76064 -0.28264 0.79097 -1.1 1.3 -0.2 -0.200
C -2.27800 -0.50694 0.32606 1.6 -0.1 1.2 -0.171
O -2.62075 -1.89511 0.45503 0.2 0.5 -0.5 -0.080
O -0.68067 -0.37912 2.21822 0.0 -1.3 -0.6 -0.078
H -0.40898 0.73422 0.61652 -0.4 0.3 -0.9 0.109
H -0.02240 -0.90439 0.28449 -0.4 -0.5 0.3 0.100
H -2.57197 -0.13241 -0.65445 0.4 -0.3 -0.1 0.099
H -2.83864 0.05499 1.07306 -0.3 0.2 0.0 0.111
H -2.16335 -2.17498 1.25131 0.0 -0.3 0.3 0.094
H -1.31287 0.25261 2.56871 0.0 0.3 0.4 0.043
C -3.13610 -2.33984 -3.16485 1.0 -0.9 -0.6 -0.233
C -3.85920 -3.50940 -2.53443 -2.7 -0.1 -0.9 -0.225
O -4.60956 -3.14770 -1.36100 1.1 0.0 -0.3 -0.071
O -1.82728 -2.29748 -2.65657 0.6 0.8 1.2 -0.080
H -3.66570 -1.40441 -2.98433 -0.3 0.0 -0.1 0.109
H -2.88034 -2.43973 -4.21970 -1.1 -0.3 -0.3 0.127
H -3.32234 -4.43485 -2.32608 0.8 0.4 -0.2 0.127
H -4.65570 -3.79498 -3.22154 0.0 -0.2 -0.3 0.112
H -3.89840 -3.04022 -0.72516 -0.3 0.4 0.9 0.035
H -2.00951 -2.12856 -1.72928 0.9 0.0 0.6 0.044
```
Forces are in eV/Å.

- Orbital gap: 9.47 eV
- SMILES: COC[C@H](C)N.COC[C@H](C)N.OCCO.OCCO.OCCO
- M: 364.48 g/mol
- Calculated total energy: -1268.6653 a.u.
- HOMO energy: -9.05 eV



Entry from the Open Molecules 2025 dataset: a gas-phase ion, C2H5N3 (charge +2) in a non-equilibrium geometry (ωB97M-V with the def2-TZVPD basis set).

Geometry as XYZ:
```
10
Properties=species:S:1:pos:R:3:forces:R:3:lowdin_charge:R:1
C -0.09966 -0.16362 0.07898 -1.3 0.7 1.0 -0.025
C 1.03181 0.09242 -0.68648 1.5 0.3 -1.1 0.067
N -1.34445 2.39740 0.57679 -0.4 1.0 0.2 0.406
N -0.95766 1.39185 0.45236 1.0 -2.2 -0.5 0.211
N -0.73515 -1.09161 0.63136 -0.4 -0.1 0.2 0.365
H 0.79950 0.21671 -1.76194 -0.3 -0.1 0.1 0.180
H 1.58903 1.00228 -0.41809 -0.1 0.0 0.3 0.165
H 1.73513 -0.76135 -0.61508 -0.2 0.0 0.1 0.178
H -0.41136 -2.07562 0.56405 0.2 0.2 -0.2 0.236
H -1.60719 -1.00847 1.17805 0.1 0.3 -0.1 0.218
```
Forces are in eV/Å.

- Total charge: +2
- Orbital gap: 12.49 eV
- SMILES: CC(=[NH2+])[N+]#N
- M: 71.08 g/mol
- Calculated total energy: -242.6371 a.u.
- HOMO energy: -24.82 eV



The lowest M belongs to which entry?
C2H5N3